1.
DFT (ωB97M-V with the def2-TZVPD basis set) results for C19H22ClN3O7S in the gas phase in a non-equilibrium geometry.

Structure (XYZ):
```
53
Properties=species:S:1:pos:R:3
C -3.82 -1.63 1.19
H -4.04 -0.61 1.52
O -3.19 -1.65 -0.07
C -4.01 -1.30 -1.15
C -4.43 0.18 -1.16
N -3.29 1.05 -1.03
C -3.00 1.66 0.14
O -3.75 1.69 1.09
C -1.62 2.33 0.17
N -0.58 1.44 -0.28
C -0.30 0.25 0.41
C -0.36 -0.97 -0.25
C 0.03 -2.13 0.40
C 0.46 -2.09 1.71
C 0.52 -0.87 2.38
C 0.17 0.31 1.74
O 0.26 1.54 2.29
C 0.86 1.68 3.56
H 0.29 1.16 4.33
H 1.89 1.32 3.54
H 0.86 2.75 3.77
H 0.88 -0.85 3.39
H 0.76 -2.99 2.22
Cl -0.02 -3.62 -0.45
H -0.71 -1.01 -1.27
S -0.06 1.55 -1.86
O -0.88 0.77 -2.76
O 0.06 2.95 -2.17
C 1.55 0.78 -1.72
C 2.33 1.06 -0.63
C 3.54 0.39 -0.47
C 3.99 -0.55 -1.40
C 3.17 -0.80 -2.50
C 1.96 -0.15 -2.66
H 1.31 -0.37 -3.50
H 3.49 -1.52 -3.24
C 5.28 -1.29 -1.26
H 6.12 -0.62 -1.41
H 5.39 -1.71 -0.26
H 5.33 -2.09 -1.99
N 4.27 0.68 0.75
O 5.47 0.50 0.76
O 3.62 1.08 1.69
H 2.02 1.80 0.09
H -1.42 2.66 1.19
H -1.60 3.19 -0.50
H -2.58 0.98 -1.75
H -4.95 0.40 -2.10
H -5.10 0.40 -0.32
H -3.41 -1.51 -2.04
H -4.92 -1.92 -1.18
H -4.74 -2.22 1.18
H -3.11 -2.08 1.88
```

As for the SMILES: COCCNC(=O)CN(c1cc(Cl)ccc1OC)S(=O)(=O)c1ccc(C)c([N+](=O)[O-])c1. The value obtained for the HOMO-LUMO gap is 7.78 eV. The value obtained for the largest force on an atom is 1.4 eV/Å. The total energy is -62217.1993 eV. Its molar mass is 471.92 g/mol.

Löwdin atomic charge list, values in e, 5 entries: atom 1 (C): -0.084, atom 2 (H): 0.073, atom 3 (O): -0.210, atom 4 (C): -0.202, atom 5 (C): -0.137

2.
DFT (ωB97M-V with the def2-TZVPD basis set) results for a molecular structure, C19H22ClNPb in a non-equilibrium geometry.

Structure (XYZ):
```
44
Properties=species:S:1:pos:R:3
C 0.66 -2.57 0.64
C 0.68 -2.59 -0.79
C -0.61 -2.17 -1.25
H 1.52 -2.89 -1.42
C -1.41 -1.89 -0.09
C -0.62 -2.14 1.06
H -0.94 -2.00 2.10
H 1.48 -2.86 1.29
H -0.93 -2.10 -2.28
H -2.43 -1.54 -0.11
Pb 0.38 0.72 -1.19
Cl -0.69 1.27 1.07
C 0.18 2.55 -3.43
C -1.05 1.94 -3.84
C -0.73 0.74 -4.54
H -2.04 2.36 -3.73
C 0.69 0.60 -4.57
C 1.26 1.73 -3.92
H 2.32 1.99 -3.90
H 0.29 3.50 -2.91
H -1.44 0.09 -5.06
H 1.25 -0.19 -5.09
C 3.39 -0.04 4.35
N 3.19 0.71 3.15
C 3.22 2.14 3.26
C 2.49 0.14 2.02
C 3.30 0.37 0.77
C 4.70 0.25 0.91
C 5.54 0.50 -0.18
C 4.98 0.77 -1.43
C 3.57 0.83 -1.57
C 2.75 0.65 -0.48
H 4.13 0.49 4.97
H 3.77 -1.05 4.11
H 2.47 -0.15 4.95
H 3.50 2.58 2.29
H 2.22 2.54 3.53
H 3.94 2.43 4.04
H 2.33 -0.94 2.18
H 1.49 0.62 1.92
H 5.11 0.02 1.90
H 6.62 0.48 -0.03
H 5.62 0.92 -2.29
H 3.18 1.00 -2.58
```

The value obtained for the HOMO-LUMO gap is 5.29 eV. The value obtained for the largest force on an atom is 1.9 eV/Å. The total energy is -39318.3761 eV. As for the charge: -2. Its molar mass is 507.04 g/mol.

Löwdin atomic charge list, values in e, 5 entries: atom 1 (C): -0.226, atom 2 (C): -0.236, atom 3 (C): -0.301, atom 4 (H): 0.062, atom 5 (C): -0.279

3.
DFT (ωB97M-V with the def2-TZVPD basis set) results for C19H22F2N2O3S in the gas phase.

Structure (XYZ):
```
49
Properties=species:S:1:pos:R:3
C 2.44 -2.84 0.29
H 2.63 -2.12 -0.51
H 3.38 -3.07 0.80
H 2.02 -3.75 -0.14
O 1.61 -2.30 1.29
C 0.36 -1.84 1.01
C -0.29 -1.26 2.10
C -1.55 -0.71 1.99
C -2.22 -0.74 0.78
C -1.60 -1.35 -0.31
C -0.32 -1.88 -0.23
O 0.31 -2.43 -1.31
C -0.26 -2.27 -2.58
H -0.49 -1.22 -2.79
H 0.49 -2.63 -3.29
H -1.17 -2.88 -2.69
H -2.14 -1.40 -1.24
C -3.56 -0.08 0.64
N -3.41 1.36 0.40
C -4.62 2.09 0.76
H -5.49 1.79 0.16
H -4.45 3.15 0.63
H -4.84 1.91 1.81
C -3.01 1.65 -0.97
C -1.53 1.39 -1.22
O -1.12 1.02 -2.30
N -0.77 1.68 -0.14
C 0.57 1.38 0.08
C 1.42 0.97 -0.95
C 2.73 0.63 -0.67
C 3.21 0.73 0.62
C 2.38 1.16 1.65
C 1.07 1.48 1.37
H 0.42 1.81 2.17
H 2.77 1.23 2.65
S 4.88 0.26 1.03
C 5.75 1.03 -0.38
F 6.98 1.42 -0.01
F 5.92 0.16 -1.41
H 5.19 1.90 -0.75
H 3.36 0.28 -1.47
H 1.04 0.89 -1.96
H -1.32 1.89 0.69
H -3.59 1.08 -1.71
H -3.18 2.71 -1.17
H -4.14 -0.55 -0.17
H -4.11 -0.20 1.57
H -2.01 -0.25 2.85
H 0.25 -1.25 3.03
```

As for the SMILES: COc1ccc(CN(C)CC(=O)Nc2ccc(SC(F)F)cc2)cc1OC. The value obtained for the HOMO-LUMO gap is 8.45 eV. The value obtained for the largest force on an atom is 1.0 eV/Å. The total energy is -45452.6053 eV. Its molar mass is 396.46 g/mol.

Löwdin atomic charge list, values in e, 5 entries: atom 1 (C): -0.069, atom 2 (H): 0.081, atom 3 (H): 0.094, atom 4 (H): 0.096, atom 5 (O): -0.065

4.
DFT (ωB97M-V with the def2-TZVPD basis set) results for 2 unconnected molecules or ions with the total composition C19H22F3N3O8P in a non-equilibrium geometry.

Structure (XYZ):
```
56
Properties=species:S:1:pos:R:3
N 1.41 -2.85 2.75
C 2.55 -3.17 2.28
N 3.71 -2.88 3.13
N 2.66 -3.83 0.98
C 3.81 -3.32 0.18
C 3.41 -2.66 -1.21
C 1.88 -2.33 -1.38
C 1.47 -1.23 -0.33
C 0.65 -0.05 -0.92
C 1.40 1.13 -1.40
C 0.70 2.29 -1.93
C 1.58 3.53 -2.37
C 1.12 4.78 -1.53
C 2.07 5.12 -0.34
F 1.83 4.27 0.71
F 1.75 6.40 0.10
F 3.40 5.16 -0.68
C -0.76 2.31 -2.01
C -1.52 1.17 -1.56
C -0.79 0.00 -1.02
C -1.67 -1.18 -0.53
O -1.27 -2.31 -0.36
C -3.16 -0.89 -0.20
C -3.84 0.19 -0.67
P -5.61 0.37 -0.18
O -6.48 0.33 -1.40
O -5.95 1.76 0.62
O -6.08 -0.95 0.74
C -3.08 1.19 -1.61
O -3.71 1.95 -2.30
H 0.67 -3.11 2.09
H 3.43 -3.21 4.07
H 3.80 -1.87 3.26
H 2.89 -4.81 1.21
H 4.46 -2.60 0.73
H 4.44 -4.22 -0.08
H 3.81 -3.28 -2.06
H 3.95 -1.67 -1.30
H 1.67 -2.05 -2.45
H 1.32 -3.29 -1.20
H 2.40 -0.81 0.12
H 0.85 -1.72 0.45
H 2.52 1.15 -1.33
H 2.65 3.27 -2.15
H 1.53 3.69 -3.48
H 1.02 5.66 -2.23
H 0.10 4.65 -1.08
H -1.26 3.22 -2.40
H -3.67 -1.63 0.46
H -5.14 2.22 0.91
H -6.04 -1.68 0.10
C -3.20 -0.08 3.85
O -3.42 0.13 2.62
O -3.62 -1.34 4.24
O -2.70 0.65 4.71
H -3.94 -1.58 3.36
```

The value obtained for the HOMO-LUMO gap is 5.87 eV. The value obtained for the largest force on an atom is 3.2 eV/Å. The total energy is -58354.2152 eV. As for the charge: -1. Its molar mass is 508.37 g/mol.

Löwdin atomic charge list, values in e, 5 entries: atom 1 (N): 0.151, atom 2 (C): -0.495, atom 3 (N): 0.047, atom 4 (N): -0.001, atom 5 (C): -0.211

5.
DFT (ωB97M-V with the def2-TZVPD basis set) results for C19H22FN3O3S in the gas phase in a non-equilibrium geometry.

Structure (XYZ):
```
49
Properties=species:S:1:pos:R:3
C -1.49 -2.45 5.77
H -2.28 -2.10 6.43
C -0.92 -1.30 4.96
H -0.52 -0.54 5.64
H -1.71 -0.83 4.37
C 0.20 -1.77 4.03
N 0.76 -0.68 3.27
C 0.64 -0.59 1.93
O 0.11 -1.44 1.24
C 1.23 0.65 1.38
C 1.50 1.12 0.11
C 2.09 2.41 0.36
N 2.15 2.64 1.64
O 1.63 1.57 2.28
C 2.53 3.42 -0.62
H 3.33 4.03 -0.22
H 2.80 2.95 -1.57
S 1.14 4.59 -0.95
C 0.09 3.48 -1.86
C -0.92 2.79 -1.20
C -1.72 1.91 -1.90
C -1.49 1.75 -3.26
C -0.50 2.43 -3.93
C 0.30 3.31 -3.22
H 1.08 3.85 -3.72
H -0.36 2.27 -4.99
F -2.28 0.89 -3.95
H -2.50 1.35 -1.41
H -1.07 2.95 -0.15
C 1.38 0.52 -1.25
O 1.94 1.02 -2.21
N 0.63 -0.59 -1.32
H 0.26 -1.02 -0.47
C 0.48 -1.35 -2.54
C -0.90 -1.95 -2.61
C -1.08 -3.33 -3.18
C -1.23 -3.10 -1.71
H -2.22 -3.15 -1.28
H -0.46 -3.46 -1.05
H -1.96 -3.53 -3.76
H -0.20 -3.85 -3.52
H -1.69 -1.24 -2.81
H 0.66 -0.66 -3.38
H 1.23 -2.14 -2.58
H 1.18 0.08 3.78
H 0.99 -2.25 4.62
H -0.19 -2.50 3.31
H -1.91 -3.21 5.10
H -0.72 -2.92 6.38
```

As for the SMILES: CCCNC(=O)c1onc(CSc2ccc(F)cc2)c1C(=O)NCC1CC1. The value obtained for the HOMO-LUMO gap is 8.76 eV. The value obtained for the largest force on an atom is 1.3 eV/Å. The total energy is -44225.0431 eV. Its molar mass is 391.47 g/mol.

Löwdin atomic charge list, values in e, 5 entries: atom 1 (C): -0.111, atom 2 (H): 0.071, atom 3 (C): -0.244, atom 4 (H): 0.108, atom 5 (H): 0.113

6.
DFT (ωB97M-V with the def2-TZVPD basis set) results for a molecular structure, C19H22FN5S in a non-equilibrium geometry.

Structure (XYZ):
```
48
Properties=species:S:1:pos:R:3
F 4.66 -2.40 0.03
C 3.31 -2.36 -0.20
C 2.44 -2.66 0.79
C 1.21 -2.76 0.65
C 0.84 -2.45 -0.59
C 1.61 -2.40 -1.62
C 2.97 -2.40 -1.33
H 3.64 -2.01 -2.42
H 1.20 -2.20 -2.78
C -0.80 -2.62 -0.84
N -1.31 -1.62 -1.73
C -1.28 -0.24 -1.34
N -1.57 0.66 -2.16
N -1.88 -0.39 -3.28
N -1.45 -1.44 -2.95
C -1.04 0.13 0.30
C 0.48 0.52 0.50
C 1.33 0.82 -0.53
C 2.52 1.11 -0.22
C 2.67 0.65 1.23
S 1.29 0.32 1.81
H 3.55 0.58 1.83
H 3.38 1.27 -0.78
H 0.98 0.89 -1.58
N -1.85 1.48 0.33
C -1.61 2.67 -0.11
C -2.51 3.77 0.19
C -2.70 4.37 1.28
H -2.97 5.28 1.40
C -3.43 3.65 2.58
H -4.50 3.96 2.31
H -2.94 4.05 3.41
C -3.39 2.12 2.40
H -3.95 1.81 1.74
H -3.60 1.72 3.42
C -2.12 1.50 1.93
H -1.11 2.33 2.34
H -1.99 0.40 2.67
H -1.57 4.45 1.71
H -3.62 3.08 -0.22
H -2.49 4.42 -0.54
H -0.62 2.75 0.30
H -1.38 2.28 -1.13
H -1.23 -0.58 0.99
H -1.27 -2.79 -0.04
H -1.13 -3.38 -1.43
H 0.55 -2.96 1.59
H 2.98 -2.78 1.98
```

The value obtained for the HOMO-LUMO gap is 8.17 eV. The value obtained for the largest force on an atom is 19.4 eV/Å. The total energy is -41041.8527 eV. Its molar mass is 371.49 g/mol.

Löwdin atomic charge list, values in e, 5 entries: atom 1 (F): 0.052, atom 2 (C): -0.377, atom 3 (C): -0.085, atom 4 (C): -0.123, atom 5 (C): -0.215

7.
DFT (ωB97M-V with the def2-TZVPD basis set) results for a molecular structure, C19H22I2N2O5PSSn.

Structure (XYZ):
```
53
Properties=species:S:1:pos:R:3
Sn -0.10 0.50 0.57
I 0.79 0.74 -3.41
C 1.75 -1.06 -4.01
I 1.90 -2.53 -2.48
H 2.76 -0.81 -4.31
H 1.19 -1.49 -4.83
O -1.16 -1.98 3.68
S -0.50 -0.79 3.25
O 0.72 -0.92 2.43
N -1.36 0.13 2.26
C -2.71 0.47 2.38
C -3.50 0.35 3.49
C -4.86 0.73 3.44
C -5.42 1.21 2.29
C -4.63 1.34 1.12
C -5.13 1.81 -0.11
C -4.30 1.88 -1.20
C -2.96 1.49 -1.05
N -2.46 1.05 0.08
C -3.28 0.97 1.17
C -0.10 0.16 4.68
C -0.10 -0.47 5.91
C 0.25 0.26 7.04
C 0.60 1.60 6.92
C 0.60 2.22 5.67
C 0.25 1.50 4.54
H -3.09 -0.06 4.41
H -5.46 0.62 4.33
H -6.46 1.50 2.26
H -6.17 2.10 -0.19
H -4.65 2.24 -2.15
H -2.28 1.54 -1.90
H -0.39 -1.51 5.98
H 0.25 -0.21 8.01
H 0.87 2.17 7.80
H 0.86 3.27 5.58
H 0.23 1.98 3.57
O -0.97 -1.79 -0.30
O -0.87 -1.93 -1.49
C 4.50 -1.57 0.84
P 3.88 0.12 0.89
C 5.21 1.16 0.28
C 3.71 0.53 2.64
O 2.61 0.29 0.11
H 5.43 -1.66 1.41
H 4.68 -1.85 -0.19
H 3.75 -2.23 1.27
H 6.10 1.08 0.91
H 4.87 2.19 0.26
H 5.46 0.86 -0.74
H 4.62 0.26 3.19
H 2.86 -0.01 3.05
H 3.54 1.60 2.75
```

The value obtained for the HOMO-LUMO gap (spin up / spin down) is 6.47 / 6.67 eV. The value obtained for the largest force on an atom is 0.4 eV/Å. The total energy is -75426.7545 eV. As for the charge: +1. Its molar mass is 793.95 g/mol.

Löwdin atomic charge list, values in e, 5 entries: atom 1 (Sn): 1.387, atom 2 (I): 0.728, atom 3 (C): -1.139, atom 4 (I): 0.843, atom 5 (H): -0.039

8.
DFT (ωB97M-V with the def2-TZVPD basis set) results for C19H22N2O2S2 in the gas phase in a non-equilibrium geometry.

Structure (XYZ):
```
47
Properties=species:S:1:pos:R:3
S 4.51 -0.63 1.07
O 0.79 -5.13 -0.56
O -3.97 2.98 0.95
S 4.01 2.24 0.27
C 3.44 0.59 0.46
C 1.79 -3.26 -1.53
C 0.74 -2.95 0.62
C -2.18 1.64 0.35
C -1.82 4.03 0.28
C 2.19 -1.92 -1.51
C 1.35 -1.69 0.64
C -0.83 1.43 0.10
C -0.50 3.81 -0.05
C 1.07 -3.82 -0.43
C -2.70 2.94 0.55
C 1.95 -1.05 -0.47
C -0.02 2.50 -0.10
N 2.38 0.25 -0.38
N 1.30 2.32 -0.33
C 2.29 2.90 0.56
C 1.84 1.26 -1.21
C 1.87 -7.20 0.30
C -6.26 3.83 0.79
C 1.99 -5.87 -0.50
C -4.82 4.08 0.48
H 1.97 -3.94 -2.37
H 0.04 -3.20 1.36
H -2.84 0.79 0.28
H -2.15 5.08 0.29
H 2.64 -1.56 -2.41
H 1.11 -0.96 1.39
H -0.66 0.34 0.06
H 0.22 4.60 -0.20
H 2.13 2.67 1.56
H 2.36 3.93 0.49
H 1.08 0.68 -1.72
H 2.55 1.60 -2.00
H 1.81 -6.86 1.40
H 0.96 -7.74 0.01
H 2.72 -7.83 0.14
H -7.00 4.31 0.12
H -6.45 2.75 0.91
H -6.59 4.30 1.69
H 2.76 -5.31 0.00
H 2.22 -6.06 -1.54
H -4.81 4.06 -0.56
H -4.47 5.08 0.74
```

As for the SMILES: CCOc1ccc(N2CSC(=S)N(c3ccc(OCC)cc3)C2)cc1. The value obtained for the HOMO-LUMO gap is 7.89 eV. The value obtained for the largest force on an atom is 4.7 eV/Å. The total energy is -48801.8552 eV. Its molar mass is 374.53 g/mol.

Löwdin atomic charge list, values in e, 5 entries: atom 1 (S): 0.566, atom 2 (O): -0.059, atom 3 (O): -0.041, atom 4 (S): 0.931, atom 5 (C): -1.005

9.
DFT (ωB97M-V with the def2-TZVPD basis set) results for C19H22N2O4 in the gas phase.

Structure (XYZ):
```
47
Properties=species:S:1:pos:R:3
C 2.58 4.43 -0.39
H 2.34 3.85 0.51
O 1.56 4.32 -1.37
C 1.20 3.12 -1.89
C 0.10 3.17 -2.73
C -0.41 2.05 -3.35
C 0.19 0.82 -3.15
C 1.31 0.75 -2.32
C 1.82 1.87 -1.67
O 2.90 1.80 -0.84
C 3.35 0.53 -0.41
H 2.54 -0.05 0.03
H 4.10 0.74 0.35
H 3.81 -0.03 -1.23
H 1.79 -0.20 -2.19
C -0.33 -0.43 -3.80
C -0.68 -1.56 -2.85
O -0.88 -2.70 -3.21
N -0.83 -1.19 -1.55
N -0.96 -2.17 -0.57
C -0.12 -2.15 0.50
O 0.63 -1.22 0.70
C -0.31 -3.32 1.44
H -0.20 -4.26 0.89
H 0.47 -3.26 2.20
C -1.69 -3.26 2.12
C -1.86 -1.95 2.83
C -2.50 -0.88 2.21
C -2.61 0.34 2.85
C -2.08 0.51 4.11
C -1.44 -0.54 4.74
C -1.33 -1.77 4.10
H -0.84 -2.59 4.59
H -1.03 -0.42 5.73
H -2.16 1.47 4.61
H -3.11 1.16 2.35
H -2.92 -1.01 1.22
H -2.47 -3.38 1.37
H -1.76 -4.09 2.83
H -1.37 -3.03 -0.93
H -0.46 -0.32 -1.20
H -1.23 -0.20 -4.38
H 0.40 -0.83 -4.51
H -1.28 2.13 -3.98
H -0.36 4.14 -2.88
H 2.61 5.49 -0.14
H 3.55 4.12 -0.77
```

As for the SMILES: COc1ccc(CC(=O)NNC(=O)CCc2ccccc2)cc1OC. The value obtained for the HOMO-LUMO gap is 8.78 eV. The value obtained for the largest force on an atom is 0.9 eV/Å. The total energy is -31229.7206 eV. Its molar mass is 342.39 g/mol.

Löwdin atomic charge list, values in e, 5 entries: atom 1 (C): -0.074, atom 2 (H): 0.097, atom 3 (O): -0.068, atom 4 (C): -0.195, atom 5 (C): 0.005

10.
DFT (ωB97M-V with the def2-TZVPD basis set) results for C19H22N2O4S in the gas phase.

Structure (XYZ):
```
48
Properties=species:S:1:pos:R:3
C -8.51 -0.13 0.25
C -7.03 0.07 0.14
C -6.19 -0.98 -0.19
C -4.82 -0.81 -0.28
C -4.26 0.44 -0.03
C -5.10 1.50 0.31
C -6.47 1.31 0.39
H -7.10 2.15 0.66
H -4.68 2.48 0.51
N -2.89 0.69 -0.09
C -1.88 -0.15 -0.46
O -2.02 -1.30 -0.82
C -0.53 0.50 -0.40
C -0.16 1.38 0.61
C 1.11 1.92 0.63
C 2.01 1.59 -0.37
C 1.66 0.70 -1.38
C 0.40 0.15 -1.39
H 0.10 -0.56 -2.15
H 2.39 0.47 -2.14
S 3.67 2.26 -0.35
O 3.79 3.15 0.77
O 4.02 2.73 -1.65
N 4.51 0.84 -0.11
H 5.42 0.85 -0.55
C 4.55 0.34 1.25
H 3.56 0.53 1.69
H 5.30 0.86 1.85
C 4.85 -1.16 1.25
H 4.86 -1.51 2.30
C 3.84 -1.97 0.41
H 3.61 -2.91 0.90
H 2.92 -1.42 0.25
C 4.60 -2.22 -0.89
H 4.49 -1.36 -1.56
C 6.04 -2.31 -0.38
H 6.25 -3.32 -0.01
O 6.13 -1.38 0.68
H 6.79 -2.04 -1.13
H 4.29 -3.12 -1.40
H 1.43 2.61 1.40
H -0.85 1.63 1.40
H -2.63 1.64 0.12
H -4.18 -1.64 -0.54
H -6.61 -1.95 -0.39
H -9.05 0.79 0.05
H -8.85 -0.90 -0.44
H -8.77 -0.46 1.26
```

As for the SMILES: Cc1ccc(NC(=O)c2ccc(S(=O)(=O)NC[C@H]3CCCO3)cc2)cc1. The value obtained for the HOMO-LUMO gap is 8.51 eV. The value obtained for the largest force on an atom is 0.8 eV/Å. The total energy is -42065.7845 eV. Its molar mass is 374.46 g/mol.

Löwdin atomic charge list, values in e, 5 entries: atom 1 (C): -0.055, atom 2 (C): -0.288, atom 3 (C): -0.036, atom 4 (C): -0.004, atom 5 (C): -0.220